C5H14N2S in the gas phase. Source: the OMol25 dataset; level of theory: ωB97M-V/def2-TZVPD.

The geometry in ORCA input format:
```
! RIJCOSX wB97M-V def2-TZVPD def2/J DEFGRID3
* xyz 0 1
C 0.2575 -1.3548 3.2241
C -0.1679 -1.2570 1.7601
N 0.6298 -0.3180 0.9639
C -0.1844 0.4093 -0.0726
C 0.2422 0.2909 -1.5411
N -0.4067 -0.6472 -2.4405
C 0.4434 1.6461 -2.3668
S -1.0931 2.6584 -2.3720
H -0.6200 -1.3573 3.9339
H 0.8213 -2.2809 3.3126
H 1.0243 -0.5725 3.4898
H 0.0747 -2.3039 1.2721
H -1.2438 -1.1980 1.6293
H 1.2313 0.3200 1.4889
H -1.1916 0.0468 0.0328
H -0.1164 1.4841 0.1320
H 1.3887 0.0495 -1.5645
H -1.4150 -0.5602 -2.6579
H -0.3908 -1.5268 -1.9258
H 1.2168 2.1513 -1.8222
H 0.6453 1.2845 -3.3814
H -1.1457 3.0357 -1.0947
*
```

Computed properties:
SMILES: CCNC[C@@H](N)CS
F_max: 3.59 eV/Å
LUMO: 0.838 eV


A molecular structure, C13H14BrN4O2OsS. Source: the OMol25 dataset; level of theory: ωB97M-V/def2-TZVPD.

The geometry in ORCA input format:
```
! RIJCOSX wB97M-V def2-TZVPD def2/J DEFGRID3
* xyz 1 5
Os -0.1316 0.0635 1.2514
Br -1.5026 -2.2015 -1.4718
C 0.1025 -2.7691 -0.6670
C 0.6534 -3.9924 -1.0083
C 1.8380 -4.3637 -0.3941
C 2.4304 -3.5067 0.5227
C 1.8029 -2.3110 0.7947
N 0.6526 -1.9473 0.2093
C 2.3953 -1.3241 1.7848
O 3.4793 -1.5316 2.2590
O 1.6577 -0.2663 1.9947
H 0.1610 -4.6250 -1.7316
H 2.2936 -5.3156 -0.6309
H 3.3549 -3.7374 1.0311
S -1.1794 -1.0406 2.7834
C -4.8686 0.1856 -1.3142
C -4.2322 1.3808 -0.5889
C -2.9405 1.0363 -0.0355
N -1.9393 0.7212 0.4183
H -5.8453 0.4746 -1.6939
H -4.9965 -0.6562 -0.6360
H -4.2545 -0.1306 -2.1561
H -4.8593 1.7112 0.2418
H -4.0983 2.2286 -1.2625
C 2.0229 2.8468 1.8861
C 1.6585 2.5743 0.4715
N 0.8388 1.6314 0.0294
C 0.7791 1.7450 -1.3460
C 1.5590 2.7803 -1.7371
N 2.1102 3.2807 -0.5807
H 2.3864 1.9367 2.3612
H 1.1540 3.2037 2.4405
H 2.8004 3.6060 1.9430
H 0.1883 1.0724 -1.9437
H 1.7822 3.1822 -2.7085
H 2.7467 4.0579 -0.5161
*
```

Computed properties:
F_max: 0.72 eV/Å
⟨S²⟩: 6.0199
LUMO (spin up / spin down): -2.841 / -4.620 eV


2 unconnected molecules or ions with the total composition C2H10O2Si2. Source: the OMol25 dataset; level of theory: ωB97M-V/def2-TZVPD.

The geometry in ORCA input format:
```
! RIJCOSX wB97M-V def2-TZVPD def2/J DEFGRID3
* xyz 0 1
C 0.3705 -1.3462 -0.2118
C -0.0696 -0.0502 -0.9025
O -4.2214 -0.7685 0.2108
O 0.6092 1.1007 -0.5137
Si -4.1593 0.7043 -0.4538
Si 2.0593 1.6212 0.0617
H -0.2526 -2.0689 -0.6550
H 1.4025 -1.3949 -0.4904
H 0.3361 -1.3522 0.8695
H -1.1724 0.1742 -0.7557
H -0.0085 -0.1824 -2.0082
H -4.4190 -0.8194 1.1420
H 2.3233 1.1459 1.4321
H -3.8458 1.6964 0.7067
H 3.0735 1.0974 -0.9923
H 2.1407 2.9975 -0.0459
*
```

Computed properties:
F_max: 3.36 eV/Å
LUMO: -0.198 eV


A molecular structure, C58H47I4N6O2PSTa. Source: the OMol25 dataset; level of theory: ωB97M-V/def2-TZVPD.

The geometry in ORCA input format:
```
! RIJCOSX wB97M-V def2-TZVPD def2/J DEFGRID3
* xyz 3 1
Ta -0.1286 -0.2264 -0.0761
I 8.2540 -2.5355 -4.7695
C 6.4537 -2.0983 -3.7394
C 5.5260 -3.1043 -3.5033
C 4.3377 -2.8082 -2.8612
C 4.0703 -1.5133 -2.4282
C 5.0236 -0.5193 -2.6442
C 6.2040 -0.8041 -3.3035
C 2.7966 -1.1805 -1.7264
C 1.6617 -0.9388 -2.5147
C 1.6190 -0.9791 -3.9350
C 0.3554 -0.6154 -4.3154
C -0.3882 -0.3468 -3.1310
C -1.6849 0.1936 -3.0942
C -2.2739 0.5639 -4.4170
C -3.0435 -0.3321 -5.1493
C -3.5644 0.0297 -6.3790
C -3.3138 1.2943 -6.8918
I -4.0734 1.8351 -8.7981
C -2.5557 2.2021 -6.1650
C -2.0413 1.8365 -4.9355
C -2.4001 0.6000 -1.9627
N -1.9690 0.5037 -0.6529
C -2.7721 1.3536 0.0845
C -2.5137 1.7903 1.3851
C -3.3326 2.9356 1.8767
C -3.0230 4.1975 1.3671
C -3.7075 5.3226 1.7818
C -4.7384 5.1947 2.7043
I -5.8355 6.9102 3.2954
C -5.0463 3.9480 3.2324
C -4.3426 2.8255 2.8263
C -1.4357 1.4060 2.2002
C -1.2045 1.8862 3.5200
C -0.0269 1.3409 3.9535
C 0.4863 0.5483 2.8902
N -0.3996 0.5675 1.8291
C 1.7437 -0.0739 2.8902
C 2.3722 -0.6246 1.7740
C 3.7032 -1.1463 1.7532
C 4.0102 -1.4136 0.4551
C 2.8639 -1.0754 -0.3342
N 1.8558 -0.6195 0.4931
C 2.5324 -0.0435 4.1516
C 3.2233 1.1071 4.5270
C 3.9943 1.1230 5.6743
C 4.0707 -0.0164 6.4657
I 5.2946 -0.0138 8.1949
C 3.3623 -1.1598 6.1182
C 2.6062 -1.1741 4.9606
C -3.8234 1.8521 -0.7467
C -3.5980 1.3864 -2.0052
N 0.4180 -0.5753 -2.0293
H 5.7331 -4.1150 -3.8166
H 3.6185 -3.5931 -2.6826
H 4.8421 0.4900 -2.3068
H 6.9280 -0.0219 -3.4710
H 2.4432 -1.2375 -4.5683
H -0.0222 -0.5364 -5.3146
H -3.2379 -1.3194 -4.7603
H -4.1623 -0.6699 -6.9398
H -2.3696 3.1879 -6.5608
H -1.4541 2.5454 -4.3710
H -2.2245 4.2909 0.6448
H -3.4471 6.2948 1.3914
H -5.8364 3.8549 3.9612
H -4.5929 1.8644 3.2489
H -1.8542 2.5495 4.0578
H 0.4588 1.4881 4.8984
H 4.3249 -1.2817 2.6155
H 4.9292 -1.8137 0.0732
H 3.1671 1.9963 3.9155
H 4.5390 2.0149 5.9467
H 3.4082 -2.0393 6.7419
H 2.0605 -2.0660 4.6915
H -4.6120 2.4932 -0.4075
H -4.1612 1.5949 -2.8935
C 1.8238 3.5683 0.9284
P 1.2532 3.1638 -0.7496
C 0.6046 4.6638 -1.5354
C 2.6722 2.5906 -1.7295
O 0.1927 2.0778 -0.6997
H 2.5949 4.3305 0.8890
H 2.2243 2.6691 1.3943
H 0.9835 3.9401 1.5130
H 1.3924 5.4116 -1.5746
H -0.2339 5.0627 -0.9706
H 0.2825 4.4353 -2.5486
H 3.4301 3.3636 -1.7978
H 2.3235 2.3418 -2.7311
H 3.0931 1.7052 -1.2562
C 0.6027 -7.7220 -0.3768
C 0.8379 -6.7899 -1.5598
C 0.6307 -5.3134 -1.2219
N -0.7850 -5.0133 -1.1027
C -1.3444 -3.9472 -0.5845
S -0.3384 -2.8321 0.3246
N -2.6714 -3.7541 -0.6503
C -3.7493 -4.7463 -0.8184
O -4.6960 -4.5779 -0.1132
C -3.5852 -5.7935 -1.8310
C -4.1667 -7.0457 -1.5935
C -4.1239 -8.0249 -2.5703
C -3.5316 -7.7608 -3.7960
C -2.9687 -6.5171 -4.0479
C -2.9832 -5.5366 -3.0723
H 0.8513 -8.7427 -0.6520
H -0.4355 -7.7095 -0.0561
H 1.2303 -7.4456 0.4654
H 0.1688 -7.0595 -2.3793
H 1.8599 -6.9192 -1.9184
H 1.0352 -4.6852 -2.0239
H 1.1420 -5.0553 -0.2929
H -1.3979 -5.6844 -1.5767
H -3.0200 -2.9792 -0.0895
H -4.6501 -7.2336 -0.6473
H -4.5814 -8.9842 -2.3890
H -3.5274 -8.5147 -4.5672
H -2.5438 -6.3033 -5.0158
H -2.5872 -4.5533 -3.2890
*
```

Computed properties:
F_max: 2.16 eV/Å
LUMO: -10.051 eV


A molecular structure, C29H33BiN9O2S. Source: the OMol25 dataset; level of theory: ωB97M-V/def2-TZVPD.

The geometry in ORCA input format:
```
! RIJCOSX wB97M-V def2-TZVPD def2/J DEFGRID3
* xyz 1 1
Bi 0.7443 0.0391 -0.0854
O -0.2537 2.4905 3.3245
C 0.3040 1.8020 2.4893
N 0.0078 1.6898 1.1703
C -0.9080 2.5545 0.4571
C -1.2974 3.7755 1.0253
C -2.1014 4.6052 0.2296
C -2.6035 4.1977 -0.9934
C -2.2715 2.9300 -1.4529
C -1.4247 2.1170 -0.7543
N -1.1064 0.7879 -1.1526
C -1.0930 0.4684 -2.4844
O -1.0937 1.2090 -3.4575
C -1.0261 -1.0353 -2.8135
C -1.5210 -1.4783 -4.0434
C -1.4950 -2.8046 -4.4000
C -0.8527 -3.6695 -3.5156
C -0.4149 -3.1350 -2.3073
N -0.5065 -1.8641 -1.9256
C 1.5287 0.9655 2.9220
C 2.0110 1.1089 4.2380
C 3.2159 0.4705 4.5317
C 3.8384 -0.2983 3.5528
C 3.2891 -0.3596 2.2740
N 2.1362 0.2573 1.9896
H -0.8936 4.0429 1.9998
H -2.4186 5.5776 0.6489
H -3.2949 4.8458 -1.5170
H -2.6030 2.6142 -2.3968
H -2.0085 -0.7478 -4.6761
H -1.9354 -3.1314 -5.2972
H -0.7323 -4.7024 -3.7097
H 0.1829 -3.7076 -1.6312
H 1.4675 1.7467 4.9287
H 3.6109 0.5706 5.5510
H 4.7044 -0.8881 3.7159
H 3.7038 -0.9894 1.4772
C 5.0069 2.3384 -2.2126
N 3.9014 1.8013 -2.8997
C 4.0686 0.8741 -4.0398
C 2.6373 0.5802 -4.4086
N 1.8536 1.1802 -3.3345
C 2.6302 1.8639 -2.4638
S 2.0595 2.6439 -1.0968
H 5.7301 2.6095 -2.9169
H 5.4438 1.6283 -1.5123
H 4.6649 3.2534 -1.6880
H 4.6038 0.0267 -3.6825
H 4.6510 1.3858 -4.7765
H 2.4120 -0.4655 -4.3976
H 2.3465 0.8701 -5.4039
H 0.8738 1.3274 -3.4867
C -4.4392 -1.2006 2.2416
C -3.8183 0.0194 1.6647
N -2.4048 -0.1665 1.3903
C -1.6484 -1.2571 1.7405
N -0.4553 -1.4510 1.1651
C 0.3599 -2.5581 1.6509
C -0.4776 -3.7246 1.9673
C -1.5490 -3.3653 2.9884
N -2.1959 -2.1016 2.6643
C -3.4774 -1.8123 3.2976
H -4.7516 -1.9850 1.5221
H -5.3490 -0.8553 2.7464
H -3.9149 0.8387 2.3547
H -4.2986 0.2942 0.7531
H -2.0151 0.3090 0.5970
H 0.9634 -2.2216 2.5082
H 1.1704 -2.7196 0.8842
H 0.1047 -4.5411 2.3101
H -0.9654 -4.1313 1.0912
H -1.0920 -3.3182 3.9847
H -2.3172 -4.1138 3.0466
H -3.3607 -1.1492 4.1607
H -3.8406 -2.7620 3.6784
*
```

Computed properties:
F_max: 2.38 eV/Å
LUMO: -2.416 eV